Formula: C22H44BClF3O8
Source: OMol25
Level of theory: the ωB97M-V functional and the def2-TZVPD basis

Results
Charge ... -1
E_LUMO ... 2.028 eV
HOMO level ... -0.1579 hartree

Element x y z (Å)
C: 7.0649 0.2290 2.7962
C: 7.3466 -0.0772 1.3206
C: 6.3146 0.5809 0.3974
O: 5.0354 0.1394 0.7149
B: 3.8994 0.8060 -0.0337
C: 3.5713 2.2401 0.7061
C: 2.3823 3.0391 0.1189
C: 1.5039 3.6142 1.2298
Cl: 0.5156 5.0450 0.7136
C: 2.6385 -0.2644 -0.0318
C: 1.5979 -0.0809 1.0535
O: 0.7616 -1.2796 1.1683
C: -0.5919 -1.0440 1.3050
C: -1.0685 -0.6078 2.7065
F: -0.1276 -0.5207 3.6120
F: -1.9765 -1.4608 3.1957
F: -1.6792 0.5809 2.6936
H: 6.1064 -0.2101 3.0982
H: 6.9790 1.3169 2.9473
H: 7.8561 -0.1457 3.4603
H: 8.3544 0.2797 1.0453
H: 7.3342 -1.1665 1.1529
H: 6.4198 1.6833 0.5102
H: 6.5630 0.3585 -0.6609
H: 4.2708 1.0331 -1.1963
H: 3.4201 2.0550 1.7839
H: 4.4742 2.8708 0.6335
H: 2.7244 3.8653 -0.5194
H: 1.7717 2.3770 -0.5177
H: 2.1096 3.9520 2.0762
H: 0.7927 2.8718 1.6091
H: 2.1353 -0.2671 -1.0143
H: 3.0745 -1.2695 0.0932
H: 0.9224 0.7579 0.8105
H: 2.0410 0.1146 2.0389
H: -0.9636 -0.2844 0.5945
H: -1.1228 -1.9862 1.1014
O: -2.4336 -5.0704 -3.5736
C: -3.1915 -4.5435 -2.8034
O: -3.5750 -3.2726 -3.0468
C: -4.6354 -2.6140 -2.3391
C: -4.1815 -2.0322 -1.0177
C: -3.6851 -5.2420 -1.5590
H: -5.4848 -3.2894 -2.2153
H: -4.9492 -1.8187 -3.0151
H: -3.8617 -2.8077 -0.3216
H: -4.9999 -1.4775 -0.5573
H: -3.3445 -1.3508 -1.1696
H: -2.9523 -5.0814 -0.7677
H: -3.7345 -6.3073 -1.7695
H: -4.6558 -4.9025 -1.2080
O: -5.0955 0.9081 -6.5619
C: -4.7526 -0.2066 -6.8540
O: -4.5584 -1.1053 -5.8679
C: -4.3326 -2.5022 -6.1150
C: -2.8816 -2.8186 -6.3979
C: -4.4701 -0.6005 -8.2862
H: -5.0038 -2.8566 -6.8994
H: -4.6366 -2.9838 -5.1888
H: -2.5351 -2.3414 -7.3158
H: -2.7465 -3.8961 -6.4928
H: -2.2596 -2.4739 -5.5730
H: -3.4370 -0.3358 -8.5122
H: -5.1228 -0.0145 -8.9283
H: -4.6122 -1.6555 -8.5016
O: 1.9608 1.4465 4.7161
C: 1.0017 2.0285 5.1379
O: 0.7247 3.2615 4.6527
C: -0.4864 3.9637 4.9353
C: -0.4031 4.7434 6.2318
C: 0.1353 1.4543 6.2364
H: -1.3389 3.2826 4.9203
H: -0.6047 4.6431 4.0919
H: -0.2750 4.0842 7.0912
H: -1.3142 5.3257 6.3796
H: 0.4452 5.4276 6.2010
H: 0.5935 1.7004 7.1949
H: 0.1303 0.3738 6.1202
H: -0.8911 1.8116 6.2357

Formula: C3H7N
Source: OMol25
Level of theory: the ωB97M-V functional and the def2-TZVPD basis

Results
SMILES ... CN1CC1
Charge ... 0
E_LUMO ... 1.268 eV
HOMO level ... -0.3218 hartree

Element x y z (Å)
C: -0.5208 -1.3445 -0.2273
N: 0.3324 -0.1940 -0.3120
C: 0.7716 0.6778 0.7311
C: -0.0098 1.1834 -0.4557
H: -1.4493 -1.2635 0.3631
H: 0.0893 -2.1475 0.1974
H: -0.7810 -1.6304 -1.2513
H: 0.2725 0.7855 1.6978
H: 1.8594 0.7085 0.8111
H: -1.0450 1.5073 -0.2858
H: 0.4806 1.7174 -1.2684

Formula: C30H27F5N6O2PS4Tc
Source: OMol25
Level of theory: the ωB97M-V functional and the def2-TZVPD basis

Results
Charge ... +1
<S²> ... 3.77
E_LUMO (spin up / spin down) ... -3.865 / -5.842 eV
Multiplicity ... 4
HOMO level (spin up / spin down) ... -0.3713 / -0.3709 hartree

Element x y z (Å)
Tc: -1.0724 0.7903 0.1306
F: 3.9940 -1.2587 3.8852
C: 2.7475 -0.9960 3.5144
C: 2.4836 -0.6136 2.2047
F: 3.4624 -0.5029 1.3226
C: 1.1757 -0.3571 1.8762
F: 0.8769 0.0354 0.5858
C: 0.1173 -0.4548 2.7546
S: -1.5156 -0.1146 2.2460
C: 0.4125 -0.8353 4.0593
F: -0.5667 -0.9239 4.9609
C: 1.7145 -1.1042 4.4395
F: 1.9855 -1.4658 5.6887
N: -3.2552 4.6033 6.4725
C: -2.4204 4.3759 5.4261
C: -2.2319 5.3569 4.4374
C: -1.4052 5.1200 3.3647
C: -0.7343 3.9007 3.2696
C: -0.8897 2.9252 4.2562
C: -1.7219 3.1597 5.3244
S: 0.1957 3.5351 1.8618
O: 0.5928 4.7329 1.2001
O: 1.1390 2.4961 2.1598
N: -0.8538 2.7283 0.8018
C: -2.0981 3.1042 0.4695
N: -2.7023 2.0072 -0.0951
C: -3.9376 2.1283 -0.6008
C: -4.5836 3.3325 -0.5159
C: -3.9055 4.3836 0.1199
N: -2.6802 4.2868 0.6069
H: -3.7052 5.4921 6.5900
H: -3.3600 3.9236 7.2026
H: -2.7380 6.3091 4.5316
H: -1.2443 5.8753 2.6081
H: -0.3148 2.0099 4.2007
H: -1.8264 2.4152 6.1032
H: -4.3929 1.2514 -1.0418
H: -5.5776 3.4586 -0.9141
H: -4.3779 5.3525 0.2314
N: -1.5481 -1.0170 -0.8973
C: -2.0312 -0.7158 -2.2685
C: -1.0680 0.2516 -2.9331
N: -0.5421 1.2417 -1.9431
H: -0.6644 -1.6157 -0.9365
H: -2.2210 -1.6168 -0.4230
H: -3.0318 -0.2861 -2.1904
H: -2.0978 -1.6293 -2.8626
H: -1.5705 0.7720 -3.7469
H: -0.2104 -0.2875 -3.3348
H: -0.7735 2.1907 -2.2230
H: 0.4873 1.1595 -1.9540
S: 0.8415 -2.9178 -0.3279
P: 1.8356 -2.3745 -1.9968
S: 2.1900 -0.4119 -2.2295
C: 3.4028 -3.2748 -2.0640
C: 4.6150 -2.6188 -1.8927
C: 5.7991 -3.3443 -1.9209
C: 5.7701 -4.7158 -2.1202
C: 4.5575 -5.3718 -2.2926
C: 3.3742 -4.6541 -2.2650
C: 0.9089 -2.9719 -3.4494
C: 1.3223 -2.5647 -4.7187
C: 0.6224 -2.9740 -5.8416
C: -0.4944 -3.7914 -5.7076
C: -0.9049 -4.2036 -4.4499
C: -0.2044 -3.7949 -3.3194
H: 4.6252 -1.5475 -1.7433
H: 6.7445 -2.8349 -1.7920
H: 6.6944 -5.2777 -2.1416
H: 4.5368 -6.4419 -2.4500
H: 2.4262 -5.1626 -2.3960
H: 2.1885 -1.9223 -4.8177
H: 0.9468 -2.6565 -6.8237
H: -1.0371 -4.1122 -6.5869
H: -1.7658 -4.8515 -4.3460
H: -0.5100 -4.1191 -2.3324

Formula: C3H6NO
Source: OMol25
Level of theory: the ωB97M-V functional and the def2-TZVPD basis

Results
SMILES ... C1O[C@@H]2C[N@H+]12
Charge ... +1
E_LUMO ... -4.114 eV
HOMO level ... -0.5749 hartree

Element x y z (Å)
C: 0.7898 -0.1261 1.0907
O: 0.0834 -1.3806 1.1453
C: -0.9901 -0.6613 0.0634
C: -0.2763 -0.3342 -1.1458
N: -0.0789 0.5100 0.0949
H: 1.8170 -0.5284 0.8538
H: 0.7729 0.4223 2.1766
H: -1.9391 -0.6788 0.3870
H: 0.5969 -0.8500 -1.2973
H: -0.8369 0.2425 -1.7912
H: -0.2397 1.5145 0.0185

Across the entries above, calculated total energy takes the values -61261.270; -4712.863; -112994.529; -6734.433 eV, respectively.